Record 1
This record from the Open Molecules 2025 dataset describes a cluster of 6 separate species, C8H28N9O6 in total at a distorted geometry. The level of theory is the ωB97M-V functional and the def2-TZVPD basis.

For the HOMO-LUMO gap, the calculation gives 6.628 eV. The lowest unoccupied orbital energy is 2.362 eV. Its total energy is -34446.769 eV. The total charge is -1. The calculation puts the largest force on an atom at 0.1767 Eh/bohr. As for the energy relative to the best compared isomer or geometry (same formula, charge and spin): 3.961 eV. The calculation puts the HOMO energy at -4.27 eV.

```
51
Properties=species:S:1:pos:R:3:forces:R:3:mulliken_charge:R:1
O -1.86927 -0.67979 -0.69737 -0.093 0.303 0.464 -1.03
H -1.69566 -0.45684 0.23788 -0.020 -0.113 -0.592 0.09
C 3.98735 1.93738 2.13560 0.894 0.120 0.935 -1.52
C 4.72243 0.66680 1.75448 -2.178 -0.472 -0.618 0.63
C 6.09513 0.52478 2.25136 2.182 0.498 0.335 -0.69
O 6.72501 -0.71311 1.94263 -1.002 -0.384 -0.057 -0.33
C 8.08240 -0.88797 2.34171 -0.768 0.542 -1.534 -0.72
N 3.83212 -0.42441 2.18825 0.732 0.120 -0.199 -0.82
H 4.51636 2.84512 1.84534 -0.167 0.044 -0.336 0.37
H 3.94581 1.94823 3.22475 -0.375 0.122 0.115 0.37
H 2.97924 1.87876 1.72528 0.108 0.311 0.018 0.37
H 4.72787 0.69590 0.66489 0.538 -0.245 -0.386 0.24
H 6.25458 0.71825 3.31213 -0.526 0.112 0.327 0.38
H 6.61504 1.31167 1.70490 0.561 0.345 0.080 0.34
H 8.53454 -1.24753 1.41738 0.466 -0.415 0.252 0.25
H 8.18126 -1.62442 3.13919 0.057 0.322 0.184 0.23
H 8.54346 0.08669 2.50153 0.131 -0.052 0.656 0.35
H 4.29902 -1.25724 1.85883 -0.198 -0.550 0.097 0.28
H 3.02344 -0.29933 1.59622 -0.476 -0.426 0.120 0.28
C 2.00784 0.10652 -4.15476 2.405 -5.653 -1.842 0.67
O 2.87188 0.29045 -4.95441 2.607 0.059 -2.537 -0.68
N 1.57952 -1.10519 -3.70640 -0.068 -1.274 -0.115 -0.38
N 1.40811 1.00156 -3.56256 -4.478 6.762 4.095 -0.31
H 1.96148 -1.96379 -4.07655 -0.365 0.328 0.257 0.19
H 0.83277 -1.04060 -3.02942 0.161 -1.235 -0.081 0.15
H 0.65220 0.69334 -2.96783 -0.078 1.244 0.238 0.15
H 1.65692 1.96580 -3.73115 -0.390 -0.282 0.197 0.20
C -6.49511 -1.49161 -3.87516 -4.025 0.540 -0.873 0.65
O -7.57243 -1.52901 -4.46500 -0.183 -0.486 -0.385 -0.69
N -6.38050 -1.69208 -2.57874 -0.197 -0.850 2.002 -0.39
N -5.37468 -1.09523 -4.38078 3.504 0.766 -1.491 -0.34
H -7.22789 -1.98973 -2.11674 0.724 0.059 0.447 0.20
H -5.44624 -1.54426 -2.22459 -0.767 -0.483 1.283 0.18
H -5.31422 -0.66567 -5.29289 0.135 -0.157 0.470 0.22
H -4.69660 -1.01326 -3.63676 0.965 0.632 -1.341 0.16
C -3.60029 -3.31871 3.73045 -1.501 0.043 3.374 0.66
O -3.85260 -3.77930 4.80272 -0.786 -2.180 3.306 -0.69
N -2.76368 -3.76160 2.90836 4.631 -2.739 -4.781 -0.33
N -4.14642 -2.22258 3.35350 -2.775 5.000 -1.693 -0.38
H -2.35698 -4.68127 3.00263 -0.049 0.456 -0.066 0.21
H -2.68595 -3.21867 2.06024 0.653 -0.812 -0.259 0.16
H -3.90267 -1.80952 2.46464 -0.457 0.286 0.258 0.16
H -4.88231 -1.84073 3.93035 0.357 0.038 -0.306 0.20
C -3.64335 4.37030 -0.12719 1.143 -2.210 -1.292 0.61
O -3.77998 5.47848 0.27579 -0.796 2.427 1.429 -0.63
N -3.32097 4.04315 -1.37369 0.418 1.151 -3.186 -0.41
N -3.67358 3.20247 0.50657 -1.074 -0.617 3.531 -0.38
H -3.05918 4.83883 -1.93802 0.168 -0.667 -0.407 0.21
H -3.05148 3.08341 -1.53609 0.213 0.660 -0.801 0.19
H -3.35602 2.35353 0.06098 -0.168 -0.064 0.783 0.19
H -3.88772 3.31203 1.48751 0.202 -0.924 -0.075 0.20
```
Forces are in eV/Å.

=====

Record 2
This record from the Open Molecules 2025 dataset describes a cluster of 5 separate species, C8H28NO7 in total at a distorted geometry. The level of theory is the ωB97M-V functional and the def2-TZVPD basis.

For the HOMO-LUMO gap, the calculation gives 10.784 eV. The lowest unoccupied orbital energy is -2.126 eV. Its total energy is -24565.898 eV. The total charge is +1. The calculation puts the largest force on an atom at 0.0272 Eh/bohr. As for the energy relative to the best compared isomer or geometry (same formula, charge and spin): 0.550 eV. The calculation puts the HOMO energy at -12.91 eV.

```
44
Properties=species:S:1:pos:R:3:forces:R:3:mulliken_charge:R:1
N 0.91594 0.40065 -0.81406 0.298 0.763 -0.539 -0.05
H 1.45458 0.03506 -1.62628 0.287 -0.243 0.415 0.32
H 1.35850 1.28151 -0.51170 0.025 -0.055 -0.039 0.31
H 0.92007 -0.25213 -0.00079 -0.350 -0.136 -0.444 0.18
H 0.00115 0.63685 -1.22117 -0.086 -0.298 0.528 0.36
C 0.69628 2.76025 2.70955 -0.086 -0.009 -0.177 -0.72
C 0.75060 3.35799 1.31162 0.213 -0.601 0.058 -0.04
O 2.01531 3.06326 0.67710 -0.384 0.118 -0.002 -0.59
H -0.20301 3.09550 3.22829 -0.006 -0.075 0.007 0.24
H 1.55897 3.02274 3.32014 0.037 0.108 -0.084 0.37
H 0.66308 1.67160 2.61543 0.005 0.007 0.184 0.01
H 0.53783 4.42657 1.31614 0.098 0.012 -0.091 0.42
H 0.00738 2.84535 0.69578 -0.215 0.327 0.043 0.01
H 2.56727 3.84819 0.73149 0.144 -0.118 -0.043 0.31
C 1.74464 -0.74256 -4.22892 0.102 0.524 -0.242 -0.45
C 0.26385 -0.98607 -4.02862 0.031 0.392 -0.066 -0.37
O -0.39897 0.20712 -3.56062 0.281 -0.309 0.298 -0.52
O 2.53229 -0.62959 -3.02231 -0.607 -0.184 -0.314 -0.60
H 1.83338 0.21034 -4.75903 0.123 -0.067 0.015 0.23
H 2.14679 -1.51647 -4.88294 0.086 -0.099 0.121 0.45
H 0.08124 -1.78986 -3.31588 -0.048 -0.077 0.011 0.13
H -0.12193 -1.25782 -5.01398 -0.131 -0.154 0.128 0.46
H -1.01126 0.52450 -4.22870 0.031 -0.016 0.010 0.30
H 3.12204 -1.38864 -3.00420 0.019 0.061 0.270 0.30
C -2.41474 0.38471 1.42592 -0.265 0.401 -0.013 -0.15
C -2.91169 1.01557 2.72375 -0.262 0.147 -0.210 -0.48
O -2.96211 0.09843 3.81171 0.468 0.319 -0.423 -0.52
O -2.24748 1.40122 0.41139 -0.185 -0.643 0.446 -0.49
H -3.11740 -0.39734 1.10332 0.235 0.034 -0.148 0.44
H -1.42898 -0.04640 1.60237 -0.055 -0.105 -0.096 0.10
H -3.89991 1.48470 2.59346 0.095 -0.147 -0.203 0.36
H -2.22257 1.84212 2.90720 0.026 -0.231 0.656 0.22
H -3.52811 -0.63697 3.55276 -0.066 0.065 0.092 0.32
H -3.12074 1.79035 0.28049 0.132 0.097 -0.172 0.28
C -0.10201 -3.33639 0.23503 0.061 0.248 -0.678 -0.45
C 0.76348 -2.86792 1.37161 -0.863 -0.282 1.066 -0.35
O 0.90112 -1.43975 1.34299 0.183 0.055 -0.279 -0.62
O 0.56152 -3.27575 -1.03862 -0.174 -0.129 0.328 -0.46
H -0.98495 -2.69210 0.16841 0.113 0.053 0.051 0.15
H -0.48153 -4.33922 0.43439 0.188 -0.087 0.061 0.46
H 1.71814 -3.39028 1.45320 0.146 0.221 -0.376 0.29
H 0.19899 -3.13883 2.27934 0.173 0.123 -0.090 0.33
H 1.04484 -1.10301 2.23258 0.089 -0.126 0.037 0.23
H 0.79808 -4.17747 -1.27763 0.094 0.119 -0.096 0.28
```
Forces are in eV/Å.

=====

Record 3
This record from the Open Molecules 2025 dataset describes a cluster of 6 separate species, C8H28O6 in total at a distorted geometry. The level of theory is the ωB97M-V functional and the def2-TZVPD basis.

The expectation value of S² is 0.75. For the HOMO-LUMO gap (spin up / spin down), the calculation gives 9.771 / 3.030 eV. The lowest unoccupied orbital energy (spin up / spin down) is -2.990 / -9.731 eV. Its total energy is -21021.855 eV. The total charge is +1. The calculation puts the largest force on an atom at 0.0825 Eh/bohr. Its spin multiplicity is 2. As for the energy relative to the best compared isomer or geometry (same formula, charge and spin): 3.062 eV. The calculation puts the HOMO energy (spin up / spin down) at -12.76 / -12.76 eV.

```
42
Properties=species:S:1:pos:R:3:forces:R:3:mulliken_charge:R:1
C -0.91510 1.74269 -4.13017 -0.578 1.507 -0.200 -0.44
O -2.11753 1.11897 -4.51828 -0.226 -0.918 0.119 -0.50
H -1.24453 2.64483 -3.61468 0.630 0.260 0.467 0.28
H -0.29430 1.16330 -3.44678 -0.165 -0.330 -0.362 0.00
H -0.41892 2.08912 -5.03675 0.743 -0.268 0.181 0.36
H -2.64089 1.84408 -4.86744 -0.335 -0.265 -0.143 0.32
C -4.44165 -0.06332 -2.41502 0.334 0.460 1.019 -0.58
O -3.24303 -0.03227 -1.51300 -1.900 -0.118 -0.957 -0.44
H -4.68833 -1.06114 -2.77782 0.643 0.013 -0.320 0.30
H -5.35442 0.22678 -1.89462 0.413 0.017 0.892 0.26
H -4.39889 0.71079 -3.18118 0.591 -0.453 -0.297 0.19
H -2.47558 -0.08697 -2.08713 -0.069 0.071 -0.328 0.25
C 0.91809 1.23703 -0.48958 -1.229 2.010 1.378 -0.80
O 0.30355 -0.01619 -0.75664 2.480 -0.921 -1.619 -0.45
H 0.23237 1.69842 0.22107 -0.176 0.556 -0.259 0.35
H 1.83816 1.39251 0.07380 0.620 -1.674 0.013 0.23
H 1.05682 1.94462 -1.30699 -0.561 -0.640 -0.681 0.32
H -0.48029 -0.13513 -0.21530 -0.769 -0.048 0.857 0.44
C 4.00489 0.67942 2.22974 0.120 0.667 0.612 -0.10
O 4.27370 0.04141 3.42511 -0.180 -1.315 1.545 -0.51
H 3.85694 -0.09057 1.47255 0.431 0.467 -0.793 -0.15
H 3.10961 1.29551 2.31346 -0.222 0.131 -0.239 0.14
H 4.87360 1.33759 2.21377 -0.119 0.086 -1.457 0.35
H 3.74219 -0.75637 3.47648 -0.021 -0.015 0.359 0.29
C 2.94756 -2.13277 -1.09622 -1.329 0.224 1.628 -0.17
O 1.68319 -2.11994 -1.69277 2.755 -2.051 -1.319 -0.06
H 3.12127 -3.17432 -0.82587 0.127 -0.623 -0.265 0.34
H 3.80335 -1.87994 -1.72217 -0.040 0.088 -0.946 0.34
H 2.96598 -1.52766 -0.18980 -0.060 0.316 -0.237 0.02
H 1.10543 -1.41918 -1.38175 -1.874 2.764 1.397 0.53
C 0.26411 0.25377 2.80246 -0.050 -0.127 -0.427 -0.65
C -0.75071 -0.77793 2.39589 -0.686 -2.013 3.671 0.53
C -1.83912 -1.11611 3.53376 0.629 1.169 -0.207 -1.57
O -1.39887 -0.46634 1.23968 -1.169 0.907 -1.777 -0.46
H 0.66808 -0.00750 3.78055 0.131 0.182 -0.099 0.43
H -0.13971 1.26618 2.79553 -0.118 -0.042 0.212 0.34
H 1.03763 0.20631 2.03597 0.364 0.210 0.223 -0.24
H -0.24495 -1.72980 2.23384 0.466 -0.239 0.114 0.06
H -2.39403 -0.22418 3.82471 -0.069 0.375 -0.424 0.41
H -1.44367 -1.41358 4.50495 0.538 -0.394 -0.315 0.39
H -2.59550 -1.84518 3.24319 0.262 -0.221 -0.335 0.44
H -2.28652 -0.81694 1.34346 -0.330 0.199 -0.683 0.25
```
Forces are in eV/Å.

=====

> Which value of total charge does entry 3 give?

+1